{
  "formula": "C23H22FeO8",
  "method": "wB97M-V/def2-TZVPD",
  "charge": 0,
  "homo_ev": [-7.41, -8.55],
  "orbital_gap_ha": [0.2736, 0.1989],
  "e_above_lowest_kj_mol": 130.02,
  "multiplicity": 5,
  "species": ["O", "C", "Fe", "C", "O", "C", "O", "C", "C", "C", "C", "C", "C", "H", "H", "H", "H", "H", "H", "H", "C", "O", "C", "C", "C", "C", "C", "C", "C", "O", "O", "C", "C", "C", "O", "C", "O", "C", "C", "H", "H", "H", "H", "H", "H", "H", "H", "H", "H", "H", "H", "H", "H", "H"],
  "xyz": [[4.1985, -3.6553, -1.9929], [4.0897, -2.7048, -2.6785], [3.7391, -1.1496, -3.5615], [4.7713, -0.5870, -2.2567], [5.4681, -0.2499, -1.3899], [5.0639, -1.0598, -4.7048], [6.0289, -1.0728, -5.3331], [-0.1558, -0.2991, -0.5439], [0.3791, -1.3380, -1.5478], [1.2505, -0.8690, -2.6611], [1.6831, 0.4309, -2.7441], [1.2537, 1.3647, -1.7543], [0.4345, 0.9822, -0.6920], [-0.0896, -0.7211, 0.4563], [1.0006, -2.0904, -0.9751], [-0.4670, -1.9717, -1.9063], [1.4791, -1.5992, -3.4883], [2.3107, 0.8568, -3.6599], [1.5520, 2.4323, -1.8220], [0.2232, 1.7370, 0.0636], [3.0991, 1.2075, 4.5493], [1.6656, 1.2703, 4.6963], [0.8784, 0.3752, 4.0433], [-0.5125, 0.5419, 4.1915], [-1.3956, -0.1782, 3.4175], [-0.9303, -1.1045, 2.4791], [-1.8812, -1.6294, 1.4127], [-2.2277, -0.5510, 0.4048], [-2.6383, -1.0559, -0.9470], [-2.5501, -2.2214, -1.2953], [-3.1469, -0.1268, -1.8351], [-3.5102, 1.1679, -1.3316], [-2.3536, 2.1152, -1.2243], [-4.5380, 1.8104, -2.2685], [-4.1391, 0.9655, -0.0464], [-3.4124, 0.2322, 0.8801], [-3.8810, 0.1904, 2.0031], [0.4413, -1.4075, 2.4513], [1.3581, -0.6481, 3.1822], [3.4531, 1.9552, 5.2582], [3.4907, 0.2161, 4.8164], [3.4045, 1.4777, 3.5289], [-0.8797, 1.3019, 4.8765], [-2.4590, 0.0254, 3.4729], [-1.4403, -2.4894, 0.8863], [-2.8339, -1.9261, 1.8788], [-1.6789, 1.8095, -0.4201], [-1.8162, 2.1319, -2.1817], [-2.7186, 3.1304, -0.9993], [-5.4595, 1.2305, -2.3403], [-4.7741, 2.8129, -1.8907], [-4.0787, 1.9007, -3.2602], [0.8234, -2.1707, 1.7599], [2.4280, -0.7958, 3.0438]],
  "mulliken_charge": [-0.34, 0.24, 0.13, 0.22, -0.36, 0.23, -0.34, 1.65, -0.11, -0.91, 0.22, -1.14, -0.38, -1.22, 0.25, 0.34, 0.62, 0.19, 0.39, 0.62, -0.79, -0.44, 0.75, -0.70, -0.52, 0.23, -1.71, 0.65, 0.39, -0.62, -0.37, 1.67, -1.13, -1.71, -0.40, 0.15, -0.62, -0.16, -0.55, 0.25, 0.32, 0.31, 0.43, 0.53, 0.39, 0.73, -0.13, 0.32, 0.54, 0.41, 0.38, 0.38, 0.33, 0.36]
}

---

{
  "formula": "C23H22N2O2S",
  "method": "wB97M-V/def2-TZVPD",
  "charge": 0,
  "homo_ev": -8.39,
  "orbital_gap_ha": 0.3121,
  "e_above_lowest_kj_mol": 2.07,
  "species": ["C", "S", "C", "N", "C", "C", "C", "C", "C", "O", "N", "C", "C", "C", "C", "C", "O", "C", "C", "C", "C", "C", "C", "C", "C", "C", "C", "C", "H", "H", "H", "H", "H", "H", "H", "H", "H", "H", "H", "H", "H", "H", "H", "H", "H", "H", "H", "H", "H", "H"],
  "xyz": [[5.3905, 1.0957, -1.5708], [3.6979, 0.4455, -1.5515], [3.0871, 1.2281, -0.1017], [3.9323, 1.9899, 0.5686], [3.5043, 2.6035, 1.6596], [2.2084, 2.4965, 2.1298], [1.3196, 1.6964, 1.4217], [1.7564, 1.0249, 0.2930], [0.7975, 0.2325, -0.5385], [-0.0626, 0.7907, -1.1976], [0.9550, -1.1070, -0.5132], [1.8378, -1.8049, 0.4054], [1.9399, -3.2729, 0.0057], [0.5747, -3.9652, 0.0921], [-0.5522, -2.9973, -0.2990], [-1.1638, -2.3530, 0.9511], [-0.9303, -2.7707, 2.0637], [-2.0140, -1.1606, 0.7411], [-1.9301, -0.1414, 1.7166], [-2.6330, 1.0177, 1.5768], [-3.4798, 1.2175, 0.4663], [-4.2102, 2.4087, 0.2840], [-5.0322, 2.5642, -0.7970], [-5.1634, 1.5354, -1.7433], [-4.4696, 0.3680, -1.5942], [-3.6081, 0.1783, -0.4926], [-2.8594, -1.0020, -0.3316], [0.0094, -1.9290, -1.2401], [5.8798, 0.6559, -2.4334], [5.8906, 0.8098, -0.6517], [5.3513, 2.1765, -1.6564], [4.2452, 3.2097, 2.1638], [1.8963, 3.0250, 3.0160], [0.2909, 1.5920, 1.7336], [2.8294, -1.3473, 0.3797], [1.4530, -1.7302, 1.4313], [2.6507, -3.7704, 0.6657], [2.3360, -3.3303, -1.0094], [0.5678, -4.8421, -0.5557], [0.3960, -4.2990, 1.1162], [-1.3601, -3.5381, -0.8024], [-1.2843, -0.3087, 2.5671], [-2.5529, 1.8026, 2.3161], [-4.1061, 3.1986, 1.0142], [-5.5871, 3.4811, -0.9323], [-5.8167, 1.6772, -2.5917], [-4.5631, -0.4246, -2.3229], [-2.9841, -1.7910, -1.0600], [0.5052, -2.4099, -2.0903], [-0.7589, -1.2565, -1.6250]],
  "mulliken_charge": [-0.86, 0.08, 0.36, -0.49, -0.47, -0.74, -0.26, 0.12, 0.31, -0.64, 0.54, -0.42, -1.09, -0.91, 0.16, 0.00, -0.62, 0.70, -1.09, -0.78, 1.15, -0.81, -0.54, -0.57, -0.87, 0.68, -0.52, -1.66, 0.38, 0.25, 0.30, 0.37, 0.43, 0.39, 0.65, 0.22, 0.42, 0.28, 0.34, 0.33, 0.67, 0.55, 0.43, 0.40, 0.39, 0.39, 0.41, 0.48, 0.46, 0.71]
}

---

{
  "formula": "C23H22N2O4",
  "method": "wB97M-V/def2-TZVPD",
  "charge": 0,
  "homo_ev": -8.08,
  "orbital_gap_ha": 0.3129,
  "e_above_lowest_kj_mol": 167.32,
  "species": ["C", "C", "O", "C", "O", "C", "N", "C", "C", "N", "C", "C", "C", "C", "O", "C", "C", "C", "C", "C", "C", "C", "C", "C", "C", "C", "C", "O", "C", "H", "H", "H", "H", "H", "H", "H", "H", "H", "H", "H", "H", "H", "H", "H", "H", "H", "H", "H", "H", "H", "H"],
  "xyz": [[-6.8105, -0.7503, 0.2371], [-5.8306, -1.2062, -0.8350], [-4.6884, -0.3538, -0.8876], [-3.7149, -0.5900, -0.0125], [-3.7195, -1.5164, 0.7656], [-2.6393, 0.4391, -0.1267], [-3.1013, 1.6401, -0.4940], [-2.2842, 2.6558, -0.6283], [-0.9227, 2.5104, -0.3888], [0.1052, 3.4029, -0.4864], [1.2802, 2.7709, -0.1564], [2.5706, 3.2765, -0.1199], [3.5873, 2.4174, 0.2447], [3.3245, 1.0895, 0.5995], [4.3820, 0.2942, 1.0011], [4.8744, -0.5809, -0.0095], [3.8254, -1.5404, -0.5064], [3.4623, -2.6387, 0.2638], [2.4435, -3.4775, -0.1492], [1.7767, -3.2268, -1.3374], [2.1338, -2.1355, -2.1112], [3.1509, -1.2941, -1.6953], [2.0342, 0.5845, 0.5828], [1.0040, 1.4238, 0.1778], [-0.4142, 1.2484, 0.0139], [-1.2912, 0.1665, 0.1352], [-0.7654, -1.2051, 0.4837], [-0.1385, -1.2621, 1.7472], [-1.0306, -1.0608, 2.8177], [-6.3519, -0.8387, 1.2188], [-7.0881, 0.2873, 0.0700], [-7.7022, -1.3700, 0.2065], [-5.5028, -2.2327, -0.6362], [-6.2774, -1.1430, -1.8293], [-2.7261, 3.5960, -0.9306], [0.0168, 4.3674, -0.7567], [2.7743, 4.3068, -0.3703], [4.6083, 2.7661, 0.2829], [5.2715, 0.0108, -0.8480], [5.6968, -1.1162, 0.4718], [3.9750, -2.8238, 1.1961], [2.1635, -4.3248, 0.4585], [0.9784, -3.8797, -1.6584], [1.6142, -1.9342, -3.0369], [3.4214, -0.4370, -2.2965], [1.8341, -0.4217, 0.9087], [-1.5747, -1.9417, 0.4385], [0.0135, -1.4789, -0.2367], [-1.8839, -1.7433, 2.7515], [-1.4071, -0.0313, 2.8358], [-0.4666, -1.2562, 3.7278]],
  "mulliken_charge": [-1.11, -0.28, -0.32, 0.25, -0.60, 0.43, -0.63, -0.76, -1.20, 0.06, -0.98, -1.01, -0.65, -0.08, -0.48, -1.21, 0.47, -0.34, -0.38, -0.58, -0.56, -0.07, -0.27, 1.68, 1.82, 0.34, -0.70, -0.33, -0.72, 0.31, 0.30, 0.39, 0.32, 0.33, 0.39, 0.19, 0.41, 0.50, 0.32, 0.46, 0.42, 0.41, 0.41, 0.40, 0.36, 1.10, 0.80, -0.41, 0.24, 0.28, 0.31]
}

---

{
  "formula": "C23H22N2O5S",
  "method": "wB97M-V/def2-TZVPD",
  "charge": 0,
  "homo_ev": -8.06,
  "orbital_gap_ha": 0.2891,
  "e_above_lowest_kj_mol": 2079.49,
  "species": ["C", "C", "O", "O", "C", "C", "C", "C", "C", "C", "H", "H", "C", "C", "C", "C", "C", "C", "H", "H", "C", "O", "N", "H", "C", "H", "H", "C", "C", "C", "C", "C", "C", "C", "H", "H", "S", "O", "O", "N", "H", "H", "H", "H", "H", "H", "H", "H", "H", "H", "H", "H", "H"],
  "xyz": [[-8.5891, -0.6842, -0.0224], [-7.2154, 0.0898, -0.3167], [-7.1354, 1.2516, -0.8948], [-6.2767, -0.6075, 0.1830], [-5.0131, -0.2409, 0.0440], [-4.0678, -1.0665, 0.0432], [-2.7874, -0.6885, 0.1849], [-2.4135, 0.8021, 0.1175], [-3.4838, 1.7113, 0.3446], [-4.7111, 1.2267, 0.4196], [-5.6032, 2.1820, 0.6114], [-3.3093, 2.8212, 0.5285], [-0.9696, 1.0427, 0.1439], [-0.0028, 0.5629, 0.9594], [1.2889, 0.8521, 0.7874], [1.6270, 1.9771, 0.3465], [0.7629, 2.5993, -0.3855], [-0.6368, 2.3326, -0.3257], [-1.2333, 3.0795, -0.9982], [1.0141, 3.6839, -0.8678], [3.0790, 2.3775, -0.0752], [3.3699, 3.1527, -0.7738], [4.0011, 2.0184, 0.9933], [3.5891, 1.3380, 1.8232], [5.4117, 1.9564, 0.3826], [5.8629, 2.7905, 0.3066], [5.9409, 1.2987, 1.5342], [5.7147, 0.9309, -0.5523], [4.5329, -0.3247, -0.4030], [3.6131, -0.2752, -1.3738], [2.4992, -0.9707, -1.3836], [2.4107, -2.0079, -0.4172], [3.5103, -2.0515, 0.6351], [4.5444, -1.3715, 0.4769], [5.3411, -1.3680, 1.2185], [3.4426, -2.6067, 1.4529], [1.0106, -2.9527, -0.2029], [0.7313, -3.0439, 1.6441], [-0.0912, -2.4485, -0.8675], [1.3669, -4.3472, -0.4699], [1.1458, -4.7912, -1.2896], [1.1763, -5.1173, 0.3634], [1.5566, -1.0692, -1.9844], [3.5623, 0.3562, -2.2093], [6.5638, 0.3958, -0.4593], [5.8060, 1.2345, -1.4838], [2.0974, 0.1347, 1.4742], [-0.1750, -0.5723, 1.4841], [-1.8761, -1.1766, -0.2706], [-4.3922, -1.9474, -0.1372], [-8.4651, -1.6683, -0.4586], [-9.4189, -0.1885, -0.7313], [-8.7072, -0.6120, 0.8513]],
  "mulliken_charge": [-1.26, 0.75, -0.60, -0.35, 0.30, -0.61, -0.37, 0.01, -0.69, -0.09, 0.07, 0.30, 1.10, -0.19, -0.47, 1.41, -0.63, -0.78, 0.25, 0.11, 0.20, -0.42, -0.29, 0.40, -0.89, 0.61, 0.23, -1.64, 0.95, -0.86, -0.55, 0.54, -0.80, -0.39, 0.33, 0.64, 1.07, -0.75, -0.72, -0.49, 0.29, 0.35, 0.39, 0.36, 0.72, 0.54, -0.19, 0.20, 0.02, 0.77, 0.36, 0.28, 0.46]
}

---

{
  "formula": "C23H22N3O4",
  "method": "wB97M-V/def2-TZVPD",
  "charge": 1,
  "homo_ev": -10.27,
  "orbital_gap_ha": 0.2254,
  "e_above_lowest_kj_mol": 12.13,
  "species": ["C", "O", "C", "C", "C", "C", "O", "C", "C", "C", "N", "N", "C", "O", "C", "C", "C", "N", "C", "C", "O", "C", "C", "C", "C", "C", "C", "C", "C", "C", "H", "H", "H", "H", "H", "H", "H", "H", "H", "H", "H", "H", "H", "H", "H", "H", "H", "H", "H", "H", "H", "H"],
  "xyz": [[7.5189, 2.8290, -1.3378], [6.4279, 3.6619, -1.0139], [5.3243, 3.1119, -0.4640], [4.2807, 3.9963, -0.1655], [3.1096, 3.5458, 0.4018], [2.9195, 2.1948, 0.6833], [1.7918, 1.6952, 1.2573], [0.8596, 2.6059, 1.8002], [3.9586, 1.2889, 0.3826], [3.8719, -0.1211, 0.6495], [2.7809, -0.7263, 0.9270], [2.8355, -2.0432, 1.1843], [1.7904, -2.8857, 1.3830], [1.9887, -4.0590, 1.6322], [0.3917, -2.3648, 1.2610], [0.0215, -1.0244, 1.1111], [-1.3105, -0.7131, 0.9804], [-2.2682, -1.6544, 1.0206], [-3.6352, -1.3365, 0.7119], [-3.9739, -1.9538, -0.6845], [-3.1982, -2.7436, -1.1636], [-5.2251, -1.5284, -1.3045], [-6.1902, -0.7501, -0.6561], [-7.3539, -0.4072, -1.3156], [-7.5710, -0.8244, -2.6216], [-6.6219, -1.5985, -3.2723], [-5.4590, -1.9523, -2.6195], [-1.9368, -2.9475, 1.1722], [-0.6219, -3.3261, 1.2991], [5.1505, 1.7681, -0.1776], [8.2737, 3.4881, -1.7621], [7.9260, 2.3388, -0.4485], [7.2397, 2.0746, -2.0796], [4.4179, 5.0422, -0.3866], [2.3356, 4.2640, 0.6173], [0.3323, 3.1576, 1.0155], [1.3390, 3.3133, 2.4813], [0.1476, 2.0021, 2.3618], [4.8157, -0.6766, 0.5946], [3.7518, -2.5051, 1.2257], [0.7798, -0.2537, 1.0783], [-1.6334, 0.3076, 0.8376], [-4.3091, -1.7878, 1.4452], [-3.7805, -0.2567, 0.6941], [-6.0520, -0.4243, 0.3632], [-8.0988, 0.1879, -0.8104], [-8.4823, -0.5477, -3.1287], [-6.7914, -1.9268, -4.2857], [-4.7089, -2.5564, -3.1068], [-2.7386, -3.6687, 1.2022], [-0.3507, -4.3643, 1.4215], [5.9306, 1.0547, -0.3912]],
  "mulliken_charge": [-0.82, -0.44, 0.45, -0.86, -0.46, 0.41, -0.41, -1.11, 0.17, -0.23, -0.11, -0.23, 0.00, -0.65, 0.73, -0.72, -0.07, 0.25, -1.42, 1.03, -0.59, 0.56, -0.24, -0.83, -0.35, -0.57, -0.50, -0.02, -0.79, -0.27, 0.23, 0.34, 0.33, 0.45, 0.41, 0.34, 0.49, 0.30, 0.33, 0.26, 0.99, 0.42, 0.42, 0.42, 0.32, 0.40, 0.41, 0.40, 0.44, 0.44, 0.53, 0.41]
}

---

{
  "formula": "C23H22N3O6",
  "method": "wB97M-V/def2-TZVPD",
  "charge": -1,
  "homo_ev": -3.43,
  "orbital_gap_ha": 0.1907,
  "e_above_lowest_kj_mol": 0.00,
  "species": ["C", "C", "N", "C", "C", "C", "C", "N", "O", "O", "C", "C", "H", "H", "H", "H", "H", "C", "N", "C", "C", "C", "C", "C", "C", "C", "C", "O", "O", "C", "C", "C", "O", "C", "O", "C", "C", "H", "H", "H", "H", "H", "H", "H", "H", "H", "H", "H", "H", "H", "H", "H", "H", "H"],
  "xyz": [[2.9071, -0.8455, -0.9748], [3.4207, -0.9892, 0.2433], [3.8983, -1.1033, 1.3229], [2.3769, -1.8883, -1.7665], [1.9175, -1.6206, -3.0715], [1.4136, -2.6238, -3.8548], [1.3457, -3.9210, -3.3681], [0.8085, -4.9756, -4.2088], [0.7577, -6.1262, -3.7548], [0.4190, -4.6833, -5.3475], [1.7895, -4.2096, -2.0849], [2.2991, -3.2141, -1.2920], [2.9288, 0.1447, -1.3979], [1.9792, -0.6136, -3.4493], [1.0662, -2.4323, -4.8585], [1.7215, -5.2300, -1.7377], [2.6479, -3.4303, -0.2952], [-4.3297, 0.2455, -3.1023], [-4.3145, 0.7765, -1.7384], [-5.3329, 1.7625, -1.3652], [-3.2134, 0.5011, -0.8676], [-2.0421, 1.2706, -0.9197], [-1.0074, 1.0208, -0.0618], [-1.0983, -0.0009, 0.8936], [-0.0446, -0.2238, 1.8734], [0.5022, 0.7113, 2.6836], [1.5379, 0.2939, 3.6262], [1.6893, -0.9002, 3.8236], [2.2801, 1.2639, 4.2462], [2.1411, 2.6195, 3.7353], [2.5425, 3.5546, 4.8798], [3.0847, 2.7960, 2.5437], [0.8017, 3.0312, 3.3421], [-0.0122, 2.0792, 2.7893], [-1.1373, 2.3335, 2.3969], [-2.2517, -0.7938, 0.9155], [-3.2893, -0.5444, 0.0624], [-3.4698, -0.4082, -3.2365], [-5.2354, -0.3324, -3.2704], [-4.2714, 1.0541, -3.8272], [-5.1351, 2.1140, -0.3541], [-5.3052, 2.6140, -2.0412], [-6.3222, 1.3116, -1.3897], [-1.9837, 2.0706, -1.6372], [-0.1171, 1.6240, -0.0929], [0.3305, -1.2270, 1.9936], [1.8566, 3.4017, 5.7096], [3.5517, 3.3429, 5.2236], [2.4755, 4.5936, 4.5669], [2.8056, 2.1135, 1.7448], [3.0294, 3.8144, 2.1639], [4.1114, 2.5797, 2.8330], [-2.3326, -1.5723, 1.6526], [-4.1916, -1.1294, 0.1008]],
  "mulliken_charge": [-0.85, 0.18, -0.71, 1.15, -0.81, -0.32, -0.12, 0.95, -0.66, -0.67, -0.43, -0.62, 0.32, 0.34, 0.44, 0.44, 0.38, -1.01, 0.27, -0.99, -0.23, -0.26, -0.58, 0.46, -0.64, 0.76, -0.05, -0.59, -0.34, 1.55, -1.73, -1.28, -0.35, 0.38, -0.60, -0.80, -0.33, 0.30, 0.31, 0.31, 0.28, 0.31, 0.31, 0.44, 0.48, 0.57, 0.41, 0.39, 0.38, 0.19, 0.36, 0.37, 0.48, 0.44]
}